Entry 1:
{"formula": "C25H43Cl2F5N3O4PbSi", "method": "ωB97M-V/def2-TZVPD", "species": ["C", "C", "H", "H", "H", "C", "C", "H", "H", "H", "H", "Pb", "Cl", "C", "O", "N", "C", "C", "H", "H", "H", "H", "H", "H", "H", "H", "H", "C", "C", "N", "H", "C", "O", "H", "H", "H", "H", "H", "H", "C", "C", "N", "H", "C", "O", "H", "H", "H", "H", "O", "C", "C", "C", "H", "C", "H", "C", "H", "C", "C", "H", "H", "H", "Si", "Cl", "C", "C", "C", "H", "H", "H", "H", "H", "H", "H", "H", "H", "F", "C", "F", "C", "F", "F", "F"], "xyz": [[3.293, -2.429, -6.475], [2.557, -1.678, -7.507], [3.139, -3.506, -6.575], [2.825, -2.104, -5.505], [4.365, -2.178, -6.446], [2.607, -2.115, -8.782], [3.210, -3.412, -9.170], [2.212, -1.533, -9.614], [2.870, -4.244, -8.538], [4.308, -3.390, -9.126], [2.934, -3.614, -10.207], [1.713, -0.272, -3.356], [2.166, -2.742, -4.010], [-0.288, 3.402, -2.402], [-0.705, 2.399, -1.816], [-1.059, 4.232, -3.166], [-2.454, 3.956, -3.421], [-0.429, 5.367, -3.836], [0.781, 3.679, -2.397], [-2.868, 3.445, -2.558], [-2.579, 3.339, -4.321], [-2.952, 4.915, -3.591], [0.477, 5.633, -3.273], [-1.136, 6.219, -3.848], [-0.152, 5.132, -4.885], [-3.163, 2.225, 2.731], [-1.407, 1.807, 4.670], [-3.038, 1.171, 2.488], [-1.397, 0.773, 4.287], [-1.717, 0.738, 2.868], [-3.156, 1.013, 1.420], [-0.883, 0.165, 1.961], [-1.147, 0.020, 0.768], [-0.393, 0.345, 4.452], [0.084, -0.159, 2.412], [-3.786, 0.605, 3.043], [-2.130, 0.193, 4.873], [0.649, -4.978, -0.931], [0.073, -3.802, -3.729], [-0.433, -5.113, -1.096], [-0.863, -4.211, -3.334], [-0.960, -4.030, -1.912], [-0.947, -5.135, -0.123], [-1.186, -2.765, -1.452], [-1.516, -1.829, -2.179], [-1.679, -3.684, -3.823], [-1.012, -2.657, -0.367], [-0.602, -6.064, -1.623], [-0.887, -5.275, -3.564], [1.238, -0.244, -5.920], [2.099, -0.265, -7.123], [0.558, -0.085, -9.182], [1.545, 0.470, -8.349], [0.117, -1.044, -8.929], [0.152, 0.633, -10.314], [2.997, 0.270, -6.767], [2.232, 1.635, -8.726], [-0.669, 0.235, -10.918], [0.720, 1.875, -10.594], [1.804, 2.337, -9.851], [3.048, 1.996, -8.092], [0.336, 2.466, -11.434], [2.267, 3.289, -10.096], [-0.468, 0.339, -5.825], [1.524, -2.026, -1.086], [-1.576, -0.658, -7.011], [-0.359, 2.137, -6.365], [-1.198, 0.570, -4.186], [-1.578, -0.304, -8.059], [-2.593, -0.480, -6.618], [-1.395, -1.749, -7.004], [-0.933, -0.367, -3.691], [-2.319, 0.612, -4.219], [-0.886, 1.472, -3.646], [-0.180, 2.289, -7.427], [0.448, 2.614, -5.809], [-1.300, 2.623, -6.089], [1.848, 0.659, 1.077], [1.719, 1.631, 0.167], [0.875, 2.565, 0.614], [3.047, 2.180, -0.307], [3.551, 2.981, 0.657], [3.904, 1.155, -0.528], [2.928, 2.939, -1.433]], "forces_ev_per_a": [[-0.4, 0.9, 0.6], [0.7, 0.4, -1.6], [0.2, 0.2, 0.2], [1.4, -0.5, -2.0], [-0.1, -0.1, -0.2], [-0.6, 0.8, 0.5], [0.2, -0.5, -0.4], [0.1, -0.1, 0.3], [0.1, 0.2, -0.2], [-0.1, 0.0, 0.1], [0.1, -0.3, 0.1], [0.1, -1.3, 3.0], [-0.9, -0.5, 2.1], [-0.7, -1.6, 0.9], [0.3, 1.9, -1.1], [0.7, 0.4, -0.1], [0.2, 0.2, -0.2], [-0.2, -0.2, -0.1], [-0.2, 0.1, 0.2], [-0.1, -0.1, 0.0], [-0.1, 0.0, 0.2], [-0.1, -0.2, 0.1], [-0.3, 0.1, -0.3], [0.4, -0.3, 0.1], [-0.1, 0.1, 0.4], [-0.1, 0.2, -0.1], [0.0, -0.3, -0.1], [0.3, 0.0, 0.0], [0.2, 0.0, -0.2], [-0.1, 0.0, 0.8], [0.0, 0.0, 0.0], [0.2, -0.5, -1.8], [0.2, 0.1, 1.9], [-0.4, 0.2, -0.1], [-0.4, 0.1, -0.3], [-0.2, -0.1, 0.0], [0.2, 0.1, -0.2], [-0.2, -0.1, 0.0], [-0.2, -0.1, 0.1], [0.2, 0.5, 0.3], [0.2, 0.2, -0.5], [-0.4, 0.0, 0.1], [0.2, 0.0, -0.3], [0.2, 0.1, -0.2], [0.0, -0.9, 0.3], [-0.1, -0.1, -0.1], [-0.4, 0.1, -0.2], [0.0, 0.3, 0.3], [-0.2, 0.0, -0.1], [-1.9, 0.3, -0.5], [-0.5, -0.3, -0.1], [0.3, 0.9, 0.0], [0.9, -0.2, 0.3], [0.1, 0.3, -0.1], [-0.3, -0.1, 0.6], [-0.2, -0.1, -0.3], [-0.8, -0.3, -0.1], [0.3, 0.2, 0.1], [0.1, -0.1, -0.4], [-0.1, 0.2, 0.3], [-0.3, -0.1, -0.3], [0.2, -0.2, 0.3], [0.0, -0.1, -0.1], [1.4, 0.8, -2.9], [0.4, 1.0, -0.3], [-0.3, 0.0, 0.3], [-0.1, -0.2, -0.5], [-0.3, -0.8, 0.4], [0.1, -0.1, 0.7], [0.2, -0.2, -0.1], [0.0, 0.5, 0.1], [-0.6, 0.1, 1.1], [0.9, -0.3, -0.2], [0.2, -0.7, -0.1], [0.0, 0.1, -0.1], [0.1, 0.1, 0.1], [0.1, 0.0, 0.0], [0.7, -0.5, 1.7], [0.6, -1.5, -5.6], [-0.4, 1.6, 1.2], [-3.0, -1.6, 2.0], [1.9, 1.2, 0.1], [0.3, 0.8, -0.2], [0.5, 0.0, 0.2]], "energy_ha": -3345.67239, "orbital_gap_ev": [3.8, 3.8], "total_charge": -1, "lumo_energy_ev": [2.01, 2.02]}

Entry 2:
{"formula": "C25H43Cl3EuN5O4Si", "method": "ωB97M-V/def2-TZVPD", "species": ["C", "C", "H", "H", "H", "C", "C", "H", "H", "H", "H", "Eu", "Cl", "Cl", "C", "O", "N", "C", "C", "H", "H", "H", "H", "H", "H", "H", "H", "H", "C", "C", "N", "H", "C", "O", "H", "H", "H", "H", "O", "C", "C", "C", "H", "C", "H", "C", "H", "C", "C", "H", "H", "H", "Si", "Cl", "C", "C", "C", "H", "H", "H", "H", "H", "H", "H", "H", "H", "C", "N", "C", "C", "C", "N", "C", "O", "N", "H", "H", "H", "H", "H", "H", "H"], "xyz": [[1.859, -1.250, -4.153], [1.442, 0.123, -3.793], [1.888, -1.432, -5.224], [1.151, -1.942, -3.680], [2.842, -1.475, -3.727], [0.895, 1.024, -4.624], [0.721, 0.785, -6.089], [0.483, 1.978, -4.250], [0.316, -0.222, -6.283], [1.670, 0.875, -6.641], [0.021, 1.520, -6.510], [0.355, -0.896, 0.950], [2.663, 0.826, 1.368], [-0.463, -2.845, -1.399], [0.233, 2.413, 1.392], [-0.568, 1.468, 1.516], [0.078, 3.639, 1.888], [-1.238, 4.096, 2.280], [1.201, 4.562, 1.950], [1.196, 2.302, 0.839], [-1.877, 3.255, 2.570], [-1.728, 4.657, 1.470], [-1.114, 4.778, 3.122], [2.134, 3.986, 1.940], [1.115, 5.141, 2.878], [1.193, 5.249, 1.092], [-1.726, -0.957, -3.087], [-2.479, 1.993, -3.490], [-2.763, -0.744, -2.801], [-3.257, 1.671, -2.778], [-2.836, 0.492, -2.046], [-3.151, -1.581, -2.208], [-2.511, 0.512, -0.727], [-1.979, -0.447, -0.141], [-3.459, 2.498, -2.084], [-2.776, 1.466, -0.210], [-3.359, -0.628, -3.702], [-4.157, 1.447, -3.364], [0.437, -0.512, -1.878], [1.375, 0.339, -2.288], [-0.064, 2.444, -1.789], [1.195, 1.838, -1.854], [-0.952, 1.818, -1.892], [-0.180, 3.827, -1.660], [2.343, 0.014, -1.842], [2.333, 2.617, -1.710], [-1.164, 4.298, -1.658], [0.973, 4.614, -1.566], [2.235, 4.009, -1.577], [3.313, 2.122, -1.727], [0.898, 5.702, -1.500], [3.148, 4.606, -1.509], [0.233, -4.298, -0.057], [2.482, -2.039, 0.196], [-1.231, -5.139, 0.679], [1.275, -4.194, 1.599], [1.226, -5.447, -1.098], [-1.863, -4.477, 1.274], [-0.829, -5.942, 1.312], [-1.782, -5.564, -0.157], [0.640, -5.785, -1.960], [1.472, -6.309, -0.468], [2.148, -4.969, -1.443], [1.289, -3.254, 2.188], [2.314, -4.487, 1.356], [0.834, -4.981, 2.246], [-2.439, -2.630, 4.881], [-1.246, -1.810, 4.806], [-0.754, -1.203, 5.920], [0.369, -0.443, 5.833], [1.007, -0.336, 4.558], [0.540, -1.019, 3.503], [-0.623, -1.698, 3.590], [-1.145, -2.213, 2.548], [2.092, 0.399, 4.321], [-3.215, -2.264, 4.213], [-2.786, -2.604, 5.909], [-2.210, -3.660, 4.597], [-1.338, -1.398, 6.824], [0.768, 0.108, 6.667], [2.485, 0.997, 5.037], [2.381, 0.584, 3.331]], "forces_ev_per_a": [[0.1, -0.5, 0.0], [-0.7, 1.8, 0.0], [0.0, 0.0, -0.1], [0.2, 0.1, -0.1], [0.0, 0.0, 0.0], [0.2, -0.2, 0.3], [-0.2, -0.1, -0.6], [0.5, -0.6, 0.0], [0.1, 0.3, -0.1], [-0.3, 0.0, 0.1], [0.2, -0.2, 0.0], [-0.2, 1.3, -2.4], [0.2, -0.3, 0.3], [0.0, -0.9, 1.2], [1.1, 0.3, -0.8], [0.2, -0.2, -0.1], [-0.7, -0.3, 0.1], [-0.1, 0.3, 0.3], [-0.1, 0.1, -0.4], [-0.9, 0.0, 0.5], [0.3, 0.2, -0.1], [0.2, -0.2, 0.1], [-0.2, 0.0, 0.1], [-0.2, 0.2, 0.0], [0.1, -0.2, -0.2], [0.0, -0.1, 0.2], [-0.1, 0.0, 0.1], [-0.1, -0.1, 0.3], [0.5, -0.4, -0.1], [0.0, 0.3, 0.0], [-0.3, 0.0, 1.2], [0.1, 0.2, -0.1], [0.3, -0.5, -0.6], [-0.5, 0.8, 0.0], [0.0, -0.2, -0.2], [0.4, -0.5, -0.3], [-0.1, 0.0, 0.0], [0.1, 0.1, 0.3], [-1.8, 0.0, 2.4], [1.1, 0.7, 0.5], [0.1, -0.1, -0.1], [0.0, -0.8, -1.0], [0.6, 0.2, 0.0], [0.2, 0.0, 0.2], [0.3, 0.5, -0.2], [0.3, 0.6, 0.1], [0.2, -0.1, 0.0], [0.2, 0.0, 0.0], [-0.1, -0.4, 0.0], [-0.4, 0.3, 0.0], [0.0, -0.3, 0.0], [-0.3, -0.1, 0.0], [0.8, -0.5, 1.0], [0.5, -0.1, -0.6], [-0.4, -0.3, -0.4], [-0.3, 0.1, 0.1], [0.0, -0.3, -0.2], [0.0, -0.1, -0.1], [-0.3, 0.1, -0.2], [-0.5, -0.2, 0.2], [0.2, 0.0, 0.1], [0.1, 0.0, -0.2], [-0.1, -0.1, 0.0], [0.2, -0.7, -0.3], [-0.5, 0.4, 0.2], [0.2, 0.4, -0.3], [-0.3, -0.4, 0.0], [-0.3, -0.3, 0.1], [0.5, 0.2, -0.3], [-0.3, 0.0, 0.3], [0.7, 0.1, -0.8], [-0.7, 0.0, -0.2], [-0.2, -0.4, -1.2], [0.9, 1.0, 1.3], [-0.3, 0.3, 0.6], [0.1, 0.1, 0.0], [-0.1, -0.1, 0.0], [0.0, 0.1, 0.0], [0.4, 0.3, -0.2], [0.0, -0.1, 0.2], [-0.2, -0.3, -0.1], [0.0, -0.3, 0.2]], "s_squared": 12.024, "energy_ha": -3933.72786, "spin_multiplicity": 7, "orbital_gap_ev": [5.5, 6.3], "lumo_energy_ev": [-1.18, -0.35], "relative_energy_ev": 3.5892}

Entry 3:
{"formula": "C25H43N2O2", "method": "ωB97M-V/def2-TZVPD", "species": ["C", "C", "C", "C", "C", "C", "C", "C", "C", "C", "C", "C", "C", "N", "C", "C", "C", "O", "O", "H", "H", "H", "H", "H", "H", "H", "H", "H", "H", "H", "H", "H", "H", "H", "H", "H", "H", "H", "H", "H", "H", "H", "C", "C", "C", "C", "N", "C", "C", "C", "C", "C", "H", "H", "H", "H", "H", "H", "H", "H", "H", "H", "H", "H", "H", "H", "H", "H", "H", "H", "H", "H"], "xyz": [[-5.792, -0.054, -0.818], [-5.005, 0.463, -2.161], [-4.190, 1.863, -1.911], [-5.136, 3.152, -1.518], [-5.226, 3.326, 0.121], [-4.541, 4.719, 0.684], [-3.725, 4.335, 2.092], [-2.126, 4.138, 1.785], [-1.095, 3.814, 3.045], [-0.508, 2.277, 2.756], [1.080, 2.142, 2.369], [2.022, 0.805, 2.722], [3.586, 0.917, 2.284], [4.341, 1.993, 1.581], [3.564, 3.217, 1.238], [1.985, 3.313, 1.615], [-1.288, 1.963, 1.347], [-1.083, 0.749, 0.828], [-2.086, 3.063, 0.781], [-5.117, 0.175, 0.131], [-6.051, -1.192, -0.933], [-6.760, 0.624, -0.694], [-5.801, 0.652, -2.998], [-4.321, -0.434, -2.530], [-3.394, 1.659, -1.050], [-3.563, 2.114, -2.879], [-4.652, 4.134, -1.966], [-6.203, 2.994, -1.996], [-4.661, 2.379, 0.574], [-6.354, 3.192, 0.409], [-5.438, 5.459, 0.952], [-3.847, 5.252, -0.099], [-3.870, 5.245, 2.834], [-4.270, 3.379, 2.508], [-1.788, 5.154, 1.262], [-1.837, 3.847, 3.957], [-0.339, 4.715, 2.949], [-0.935, 1.549, 3.595], [1.571, -0.143, 3.284], [4.243, -0.038, 2.582], [4.111, 4.123, 0.706], [1.419, 4.313, 1.306], [0.398, -2.157, -0.053], [1.483, -2.915, 0.700], [2.919, -2.502, 0.352], [3.291, -2.319, -1.123], [3.591, -3.570, -1.985], [5.094, -3.888, -2.014], [5.319, -4.731, -0.777], [4.024, -5.504, -0.572], [3.005, -4.902, -1.531], [3.110, -3.264, -3.406], [0.468, -2.307, -1.133], [-0.591, -2.513, 0.259], [0.452, -1.085, 0.160], [1.337, -3.988, 0.564], [1.335, -2.745, 1.774], [3.622, -3.164, 0.865], [3.072, -1.521, 0.823], [4.189, -1.693, -1.182], [2.508, -1.750, -1.633], [5.293, -4.476, -2.918], [5.677, -2.963, -2.047], [5.525, -4.091, 0.088], [6.181, -5.395, -0.893], [3.689, -5.438, 0.468], [4.164, -6.568, -0.790], [1.997, -4.766, -1.147], [2.932, -5.548, -2.416], [3.611, -2.354, -3.748], [2.024, -3.127, -3.373], [3.362, -4.104, -4.060]], "forces_ev_per_a": [[0.2, 1.1, -0.2], [-0.4, -0.1, 0.1], [0.7, -0.5, -0.1], [0.4, -0.2, 0.1], [0.2, -0.9, -0.8], [-0.9, -0.6, 0.9], [-0.3, 1.0, -0.3], [-1.1, 1.3, -0.1], [-1.2, 0.3, -1.2], [-0.9, 1.7, -1.2], [5.3, -0.7, -0.5], [1.0, 4.1, -1.9], [-1.8, 0.9, -0.1], [-5.4, 0.7, 1.2], [-2.7, -3.3, 2.2], [0.4, -1.7, 0.6], [0.9, -4.8, -2.1], [-2.0, 7.7, 2.3], [3.1, -3.0, 2.6], [-1.4, -0.9, -2.0], [0.4, 2.3, 0.5], [1.9, -1.7, -0.2], [1.5, -0.4, 1.5], [-1.1, 2.2, 0.7], [-1.7, 0.6, -1.8], [-1.3, -0.5, 1.8], [-1.1, -2.1, 0.8], [2.1, 0.4, 1.0], [-1.2, 2.2, -0.9], [2.2, 0.6, -0.2], [2.1, -1.5, -0.6], [-1.3, -1.2, 1.5], [0.5, -2.0, -1.3], [1.4, 1.8, -0.6], [-0.6, -2.3, 0.9], [2.1, 0.0, -1.4], [-1.3, -2.2, 0.9], [1.4, 1.4, -2.0], [1.2, 2.3, -1.4], [-1.5, 2.5, -0.8], [-1.3, -2.3, 1.3], [1.4, -2.4, 0.7], [-0.1, 0.1, 0.2], [-0.2, -0.2, 0.0], [0.0, 0.0, 0.2], [0.1, 0.1, 0.2], [0.2, 0.0, -1.1], [-0.2, 0.1, 0.0], [0.6, 0.2, 0.4], [-0.4, -0.5, 0.6], [0.0, 0.0, -0.3], [0.2, -0.1, 0.6], [-0.1, 0.0, 0.0], [0.2, 0.2, -0.1], [-0.1, -0.1, -0.1], [0.0, -0.1, 0.0], [0.2, 0.0, -0.2], [0.1, 0.0, -0.1], [0.1, 0.0, -0.3], [-0.1, -0.3, -0.1], [0.0, -0.3, 0.0], [-0.2, 0.2, 0.1], [-0.2, -0.2, -0.1], [0.0, -0.1, -0.2], [-0.1, 0.2, -0.1], [0.0, 0.0, -0.2], [-0.1, 0.2, 0.0], [0.1, 0.1, 0.0], [0.0, 0.4, 0.0], [-0.2, -0.2, 0.1], [0.3, 0.0, 0.0], [0.0, 0.2, 0.2]], "energy_ha": -1237.70902, "orbital_gap_ev": 8.7, "total_charge": 1, "lumo_energy_ev": -2.37}